15
Properties=species:S:1:pos:R:3:nbo_charge:R:1 method="wB97M-V/def2-TZVPD" relative_energy_kcal_mol=10.4 homo_energy_ev=-9.25 max_force_ev_per_a=2.3 smiles="O=C(O)CCCS"
O 0.18217 1.38395 2.17010 -0.57
C -0.64800 1.29099 1.32102 0.81
O -1.74474 2.12564 1.31681 -0.72
C -0.79786 0.42987 0.10029 -0.53
C 0.18840 -0.73482 -0.00319 -0.42
C 0.64246 -1.16651 -1.39082 -0.52
S 2.12721 -2.16111 -1.49946 -0.01
H -1.59981 2.92740 1.82734 0.49
H -1.81143 0.02030 0.18778 0.24
H -0.95571 1.05786 -0.77737 0.25
H -0.08305 -1.49926 0.73034 0.22
H 1.06572 -0.32270 0.51355 0.22
H -0.11485 -1.80216 -1.83753 0.22
H 0.67815 -0.21037 -1.90982 0.21
H 2.87135 -1.33907 -0.74903 0.12


15
Properties=species:S:1:pos:R:3:nbo_charge:R:1 method="wB97M-V/def2-TZVPD" relative_energy_kcal_mol=64.7 homo_energy_ev=-8.33 max_force_ev_per_a=0.9 smiles="CC(O)=C=O.C=C"
C -2.30652 -0.44067 -0.92567 -0.62
C -0.93022 -0.05273 -0.46802 -0.03
O -0.72748 1.22758 0.01635 -0.68
C 1.66940 0.41083 1.60346 -0.38
C 2.38692 0.28854 0.49135 -0.40
C 0.00124 -0.99378 -0.49133 0.66
O 0.66559 -1.95921 -0.56122 -0.47
H -3.03234 -0.27618 -0.12163 0.22
H -2.61479 0.15157 -1.79759 0.20
H -2.33849 -1.49614 -1.21272 0.23
H -0.89117 1.84374 -0.71097 0.47
H 1.07806 1.29912 1.80214 0.21
H 1.61296 -0.39167 2.33540 0.19
H 2.42167 1.07896 -0.25535 0.19
H 2.94045 -0.61914 0.26464 0.20